1.
ORCA calculation (ωB97M-V/def2-TZVPD) on the molecule C23H32N2O4S.

XYZ file:
```
62
Properties=species:S:1:pos:R:3:forces:R:3
C 4.53991 -0.96294 -4.65114 -0.06 0.10 -0.04
H 5.46995 -0.40186 -4.60128 0.08 0.00 0.05
H 4.76947 -1.97728 -4.96905 0.04 -0.09 0.00
H 4.10812 -1.00326 -3.65413 0.06 -0.04 0.08
C 3.59027 -0.30677 -5.65301 0.08 -0.10 -0.06
C 2.31032 -1.09754 -5.80760 0.40 0.35 -0.17
O 2.05087 -1.68100 -6.84029 0.02 -0.11 -0.15
N 1.45548 -1.20808 -4.74092 -0.20 -0.37 -0.05
C 1.43102 -0.64864 -3.47107 -0.08 0.21 0.68
C 2.07521 0.47260 -2.96200 -0.01 0.00 -0.04
C 1.85121 0.82821 -1.63957 0.07 0.06 0.06
C 1.00448 0.08391 -0.84471 -0.13 0.25 0.64
C 0.33628 -1.02616 -1.34092 0.05 0.01 -0.07
C 0.54975 -1.37821 -2.65210 0.06 0.15 -0.06
C -0.04301 -2.51148 -3.42963 0.15 -0.10 -0.01
H -1.12190 -2.58220 -3.30014 -0.02 -0.03 -0.03
H 0.39884 -3.45926 -3.11376 -0.02 -0.02 -0.01
C 0.33611 -2.15907 -4.87360 -0.44 -0.25 -0.39
C -0.81454 -1.49819 -5.62689 0.25 -0.12 -0.01
H -1.64086 -2.19618 -5.73038 -0.13 -0.06 0.01
H -0.48236 -1.20513 -6.61902 -0.01 0.04 -0.06
H -1.15886 -0.61577 -5.09077 -0.08 0.09 0.08
H 0.69053 -3.02103 -5.44445 -0.05 0.13 0.15
H -0.31538 -1.59027 -0.69322 -0.12 -0.16 0.04
S 0.71545 0.58471 0.84817 -0.19 -0.29 -0.54
O 1.81445 1.41282 1.28412 0.08 0.33 -0.24
O 0.44211 -0.59163 1.63225 -0.16 -0.21 -0.21
C -0.79720 1.61978 0.75631 0.62 -0.21 -0.09
C -0.69106 2.82826 1.66882 -0.07 0.10 0.31
H 0.31134 3.25170 1.57760 -0.08 0.09 -0.02
C -0.96358 2.48001 3.13677 0.22 0.39 -0.56
O -1.96990 2.85460 3.70251 -0.37 0.11 0.11
N 0.01719 1.77171 3.71871 0.25 -0.26 0.19
H 0.80147 1.46120 3.16454 0.01 0.23 0.09
C -0.05653 1.31269 5.08719 -0.03 -0.24 0.23
H -0.77304 1.95834 5.60006 0.16 -0.06 0.02
H 0.93178 1.42967 5.54096 -0.07 0.05 0.01
C -0.51447 -0.15075 5.19843 -0.05 0.35 0.14
C -1.95928 -0.29891 4.79348 0.08 -0.23 0.10
C -2.94128 0.18254 5.54277 -0.07 -0.03 0.02
C -4.38946 0.15564 5.16521 -0.07 -0.11 -0.06
C -4.65792 -0.76864 3.98114 -0.05 0.26 -0.07
C -3.58171 -0.56325 2.92089 0.00 -0.35 0.06
C -2.23231 -0.99142 3.48835 -0.20 0.20 -0.17
H -2.23457 -2.07460 3.65738 0.08 -0.05 -0.08
H -1.42382 -0.78538 2.78557 -0.04 -0.05 0.07
H -3.81564 -1.13760 2.02055 0.00 0.05 -0.04
H -3.54440 0.49651 2.65767 0.00 0.08 -0.07
H -4.63775 -1.80897 4.31415 -0.03 -0.06 -0.01
H -5.64876 -0.56705 3.56791 -0.02 -0.07 0.04
H -4.68276 1.17909 4.90742 -0.10 0.02 0.04
H -4.99291 -0.14596 6.02609 -0.02 0.07 -0.01
H -2.71618 0.67988 6.47718 0.17 0.10 0.13
H -0.37842 -0.46484 6.23566 0.07 -0.05 0.00
H 0.11727 -0.77031 4.55979 0.07 -0.07 0.07
H -1.42588 3.57969 1.37284 0.06 -0.13 0.04
H -0.86738 1.91936 -0.28781 -0.05 0.01 -0.04
H -1.63323 0.97552 1.01493 -0.06 -0.15 -0.05
H 2.34605 1.68348 -1.20769 0.11 0.13 -0.02
H 2.73259 1.08107 -3.55662 0.07 0.03 -0.07
H 3.37470 0.72515 -5.37838 0.00 0.03 -0.03
H 4.05956 -0.29686 -6.63873 -0.17 0.04 0.07
```
Forces are in eV/Å.

Summary:
structure (SMILES): CCC(=O)N1c2ccc(S(=O)(=O)CCC(=O)NCCC3=CCCCC3)cc2C[C@H]1C
lowest unoccupied orbital energy: 0.2 eV
E: -46376.775 eV
E_HOMO: -8.283 eV
frontier orbital gap: 8.51 eV

2.
ORCA calculation (ωB97M-V/def2-TZVPD) on the molecule C23H32N4O2.

XYZ file:
```
61
Properties=species:S:1:pos:R:3:forces:R:3
C 0.93555 7.14289 -2.12009 -0.09 0.07 -0.16
O 1.58567 6.61349 -0.99344 0.11 -0.20 0.28
C 1.17908 5.39076 -0.52861 -0.03 -0.05 0.01
C 1.83986 4.91289 0.60266 -0.03 0.10 -0.19
C 1.50906 3.69608 1.15144 0.03 0.00 -0.09
C 0.51226 2.88689 0.58991 -0.06 0.37 -0.20
C -0.14539 3.38102 -0.53521 0.03 -0.31 0.22
C 0.17602 4.61197 -1.08455 0.16 0.45 -0.12
H -0.36743 4.94075 -1.95678 -0.02 0.06 -0.07
H -0.92558 2.81076 -1.01374 -0.05 -0.09 -0.02
N 0.16857 1.68903 1.21717 -0.20 -0.16 0.32
C -0.97909 0.93192 0.77171 -0.12 -0.09 -0.26
C -0.64907 -0.02905 -0.37532 -0.21 0.16 0.10
N 0.41122 -0.92527 0.05704 0.11 -0.12 0.06
C 1.58210 -0.15879 0.43907 0.07 0.15 0.29
C 1.22111 0.77525 1.60149 0.35 -0.19 -0.20
H 2.11024 1.31979 1.91372 -0.05 -0.02 0.05
H 0.85892 0.17465 2.44230 0.10 0.00 0.00
H 2.36917 -0.84708 0.75975 0.02 0.00 -0.03
H 1.97107 0.45158 -0.39664 0.02 -0.05 0.05
C 0.71889 -2.02999 -0.84930 -0.23 -0.04 0.06
C 1.14274 -1.58069 -2.22995 0.24 -0.02 -0.02
C 0.23614 -1.18053 -3.21026 0.04 -0.19 0.31
N 0.59157 -0.71337 -4.39305 -0.36 0.16 -0.42
C 1.87875 -0.61622 -4.67412 0.32 0.00 -0.01
C 2.87450 -0.98763 -3.78411 -0.04 0.00 0.03
C 2.49434 -1.47307 -2.54474 -0.16 0.01 -0.11
H 3.24347 -1.77131 -1.82311 0.04 -0.03 0.07
H 3.91647 -0.89834 -4.05019 0.08 0.02 -0.05
H 2.11631 -0.22556 -5.65470 0.11 0.02 -0.06
H -0.83129 -1.23871 -3.04791 -0.11 -0.04 0.14
C -0.44544 -3.03655 -0.89527 0.16 0.12 -0.06
N -0.85438 -3.42327 0.43011 0.28 -0.25 -0.21
C -2.01775 -3.00025 0.97696 0.18 -0.36 0.41
O -2.85173 -2.39632 0.33426 -0.35 0.29 -0.18
C -2.19699 -3.35501 2.45966 -0.20 0.10 0.14
C -3.66843 -3.16074 2.82897 0.19 0.07 -0.18
H -4.00028 -2.17044 2.52956 -0.07 0.05 0.01
H -4.28557 -3.89141 2.31203 -0.13 -0.05 -0.03
H -3.81001 -3.27473 3.90110 0.03 -0.05 0.13
C -1.78898 -4.80398 2.74674 -0.05 0.17 -0.09
H -0.71090 -4.94489 2.70386 0.13 -0.07 0.00
H -2.11632 -5.08007 3.74720 0.01 -0.02 0.10
H -2.25665 -5.48177 2.03612 -0.02 -0.11 -0.04
C -1.32955 -2.38793 3.27502 -0.09 -0.09 -0.07
H -1.68620 -1.36845 3.14840 0.01 0.13 0.01
H -1.38259 -2.64132 4.33213 -0.01 -0.02 0.11
H -0.28855 -2.42697 2.95990 0.12 0.03 0.00
H -0.14348 -3.81158 1.02702 -0.13 0.00 0.08
H -1.32704 -2.61592 -1.37823 0.10 -0.08 -0.04
H -0.12281 -3.91863 -1.45913 -0.06 0.13 -0.03
H 1.57321 -2.54895 -0.38880 -0.07 0.07 -0.10
H -1.54225 -0.61073 -0.60068 -0.03 0.02 -0.07
H -0.35220 0.54763 -1.26744 -0.04 -0.03 0.04
H -1.78526 1.60650 0.48684 -0.01 -0.02 0.03
H -1.32146 0.33668 1.62440 -0.06 0.01 -0.08
H 2.02044 3.37680 2.04653 0.02 -0.03 0.09
H 2.60971 5.52570 1.04476 0.09 0.07 0.07
H -0.13408 7.29150 -1.93624 0.03 -0.02 -0.02
H 1.06555 6.50307 -2.99980 -0.02 0.02 0.03
H 1.40476 8.10795 -2.30644 -0.07 -0.06 -0.03
```
Forces are in eV/Å.

Summary:
structure (SMILES): COc1ccc(N2CCN([C@@H](CNC(=O)C(C)(C)C)c3cccnc3)CC2)cc1
lowest unoccupied orbital energy: 0.5 eV
E: -34426.005 eV
E_HOMO: -7.204 eV
frontier orbital gap: 7.72 eV

3.
ORCA calculation (ωB97M-V/def2-TZVPD) on the molecule C23H32N4O3.

XYZ file:
```
62
Properties=species:S:1:pos:R:3:forces:R:3
C -4.69731 4.11053 -0.64386 -0.28 -0.02 0.06
O -3.31900 4.06492 -0.91190 0.43 0.08 -0.03
C -2.47315 4.80295 -0.13116 0.17 0.09 0.09
C -2.87336 5.53743 0.97704 -0.29 -0.15 -0.12
C -1.94074 6.24754 1.71647 0.13 0.05 0.03
C -0.60789 6.23260 1.35739 0.01 0.09 0.16
C -0.21003 5.50282 0.24834 -0.13 -0.02 -0.01
C -1.12067 4.78711 -0.50830 -0.15 -0.08 -0.14
C -0.68394 3.98703 -1.69968 -0.02 -0.21 0.06
H -1.36583 4.15840 -2.53347 0.11 0.02 -0.05
H 0.31631 4.28901 -2.01133 -0.08 0.03 -0.03
C -0.67705 2.48919 -1.38003 0.11 0.31 -0.33
C -0.10095 1.69196 -2.53977 -0.24 -0.09 0.35
O 0.34186 2.22554 -3.53856 0.15 0.34 -0.22
N -0.12775 0.34046 -2.41243 -0.03 -0.24 -0.21
C -0.44458 -0.40437 -1.22070 0.08 0.02 0.41
H -1.02503 0.19544 -0.52243 -0.01 -0.05 -0.06
C 0.84985 -0.88754 -0.56005 -0.16 -0.12 -0.13
H 0.61057 -1.43850 0.35150 0.06 -0.02 0.06
H 1.46502 -0.02529 -0.29472 0.01 0.04 0.05
C 1.63756 -1.77922 -1.53609 0.29 0.53 0.12
N 0.97818 -3.05712 -1.69340 0.04 -0.58 0.52
C 0.93335 -4.06524 -0.78160 -0.38 -0.34 -0.28
C 0.15700 -5.07019 -1.32037 0.12 0.03 0.23
C -0.22635 -4.57108 -2.57062 0.19 0.15 0.26
N 0.26861 -3.36968 -2.78272 -0.15 0.12 -0.77
H -0.83645 -5.03997 -3.31618 -0.13 -0.07 -0.18
H -0.08999 -6.00483 -0.86627 -0.02 -0.16 0.13
N 1.58817 -3.97539 0.43827 0.22 0.44 -0.32
C 1.32528 -4.75636 1.53283 0.37 0.05 0.39
O 0.51390 -5.64946 1.53119 -0.19 -0.17 -0.04
C 2.15262 -4.36119 2.74254 -0.12 0.11 -0.01
C 1.79719 -2.95949 3.26441 -0.02 -0.09 0.20
C 2.65340 -2.62643 4.48379 -0.06 0.04 -0.30
H 3.71211 -2.66188 4.23601 0.13 0.00 0.04
H 2.46408 -3.33751 5.28421 -0.02 -0.09 0.13
H 2.41990 -1.62921 4.84926 0.01 0.09 0.08
C 0.31311 -2.88038 3.61263 0.21 0.09 -0.20
H -0.30308 -3.11541 2.74739 -0.15 -0.01 -0.05
H 0.05560 -1.88229 3.96033 -0.06 0.08 0.04
H 0.07325 -3.59214 4.39862 -0.06 -0.10 0.11
H 2.01257 -2.21721 2.48473 0.00 -0.03 0.01
H 1.96013 -5.09631 3.52480 0.01 -0.03 -0.06
H 3.21316 -4.40254 2.48221 0.04 -0.04 0.02
H 2.28934 -3.25496 0.52630 -0.08 -0.13 0.09
C 1.81701 -1.07060 -2.88339 -0.19 -0.16 -0.01
C 0.50710 -0.48739 -3.41769 0.15 0.06 -0.45
H 0.70528 0.13917 -4.28791 -0.03 -0.12 0.09
H -0.16733 -1.30243 -3.69016 0.09 0.21 0.00
H 2.21499 -1.77624 -3.61169 0.09 0.01 0.00
H 2.53765 -0.26208 -2.74679 0.02 0.00 0.02
H 2.63841 -1.97539 -1.12049 -0.15 0.01 -0.09
H -1.04486 -1.27363 -1.51250 -0.04 0.08 0.08
H -0.07327 2.31264 -0.48555 -0.07 -0.07 0.06
H -1.69933 2.16394 -1.18291 0.04 -0.08 0.12
H 0.83074 5.49305 -0.04217 0.10 -0.01 -0.07
H 0.11880 6.78649 1.93217 0.06 0.05 0.05
H -2.26804 6.81345 2.57613 -0.03 0.04 0.06
H -3.90929 5.56467 1.27697 -0.10 -0.02 -0.01
H -4.93182 3.69516 0.34240 0.01 0.04 -0.04
H -5.08819 5.13092 -0.70968 0.03 -0.04 0.02
H -5.16681 3.49651 -1.41137 -0.02 0.06 0.08
```
Forces are in eV/Å.

Summary:
structure (SMILES): COc1ccccc1CCC(=O)N1CCC(n2nccc2NC(=O)CC(C)C)CC1
lowest unoccupied orbital energy: 0.4 eV
E: -36474.186 eV
E_HOMO: -8.481 eV
frontier orbital gap: 8.87 eV